No. 1
{"formula": "C42H54N6O3", "method": "ωB97M-V with the def2-TZVPD basis set", "elements": ["C", "C", "C", "N", "C", "C", "H", "H", "H", "H", "H", "C", "C", "C", "N", "C", "C", "H", "H", "H", "H", "H", "C", "C", "C", "N", "C", "C", "H", "H", "H", "H", "H", "C", "C", "C", "N", "C", "C", "H", "H", "H", "H", "H", "C", "C", "C", "N", "C", "C", "H", "H", "H", "H", "H", "C", "C", "C", "N", "C", "C", "H", "H", "H", "H", "H", "C", "C", "C", "O", "C", "H", "H", "H", "H", "H", "H", "H", "H", "C", "C", "C", "O", "C", "H", "H", "H", "H", "H", "H", "H", "H", "C", "C", "C", "O", "C", "H", "H", "H", "H", "H", "H", "H", "H"], "coordinates": [[19.462, -17.457, 5.028], [19.068, -18.726, 4.677], [18.026, -18.893, 3.759], [17.336, -17.834, 3.237], [17.743, -16.593, 3.532], [18.805, -16.374, 4.455], [20.258, -17.289, 5.737], [19.637, -19.554, 5.074], [17.727, -19.890, 3.472], [17.121, -15.812, 3.120], [19.121, -15.371, 4.702], [15.975, -14.799, 9.315], [14.843, -14.666, 8.514], [14.170, -13.468, 8.477], [14.510, -12.365, 9.270], [15.642, -12.564, 10.008], [16.429, -13.704, 10.054], [16.525, -15.729, 9.333], [14.498, -15.486, 7.901], [13.320, -13.335, 7.824], [16.045, -11.751, 10.594], [17.264, -13.878, 10.716], [14.966, -21.170, 9.702], [16.263, -21.098, 9.124], [17.264, -20.505, 9.855], [17.080, -20.049, 11.106], [15.847, -20.098, 11.650], [14.755, -20.693, 10.968], [14.152, -21.644, 9.174], [16.568, -21.467, 8.155], [18.303, -20.524, 9.561], [15.784, -19.800, 12.686], [13.749, -20.709, 11.361], [9.123, -23.528, 10.598], [9.777, -24.229, 11.621], [10.831, -25.096, 11.279], [11.195, -25.294, 9.956], [10.525, -24.643, 9.021], [9.501, -23.739, 9.287], [8.270, -22.890, 10.781], [9.533, -24.105, 12.666], [11.294, -25.725, 12.026], [10.904, -24.922, 8.049], [9.118, -23.219, 8.422], [16.601, -16.221, 18.041], [16.884, -17.102, 19.089], [17.901, -17.971, 18.906], [18.593, -18.189, 17.734], [18.203, -17.332, 16.713], [17.251, -16.332, 16.846], [15.933, -15.376, 18.116], [16.425, -17.020, 20.064], [18.187, -18.491, 19.808], [18.672, -17.460, 15.749], [17.078, -15.657, 16.021], [16.890, -26.702, 2.504], [15.989, -26.007, 3.252], [16.469, -25.146, 4.243], [17.825, -24.896, 4.390], [18.652, -25.720, 3.732], [18.261, -26.623, 2.770], [16.594, -27.371, 1.709], [14.928, -26.028, 3.051], [15.846, -24.589, 4.928], [19.699, -25.688, 3.992], [18.944, -27.241, 2.207], [9.088, -16.004, 8.879], [9.654, -17.384, 8.626], [9.607, -17.433, 7.110], [8.422, -16.736, 6.787], [8.255, -15.679, 7.630], [9.812, -15.211, 9.063], [8.408, -16.022, 9.731], [9.063, -18.208, 9.026], [10.647, -17.354, 9.075], [9.649, -18.429, 6.669], [10.528, -17.005, 6.713], [7.185, -15.670, 7.839], [8.604, -14.766, 7.147], [9.652, -16.585, 15.941], [10.652, -15.453, 15.487], [11.276, -16.010, 14.196], [10.788, -17.347, 14.047], [9.486, -17.386, 14.653], [8.698, -16.132, 16.213], [10.104, -17.144, 16.761], [11.339, -15.121, 16.265], [10.023, -14.582, 15.301], [12.353, -16.178, 14.204], [11.047, -15.373, 13.341], [9.122, -18.389, 14.872], [8.781, -17.001, 13.916], [11.531, -22.808, 19.105], [11.382, -22.676, 17.606], [12.612, -21.979, 17.124], [13.577, -22.147, 18.203], [12.795, -22.059, 19.384], [11.549, -23.867, 19.363], [10.762, -22.251, 19.638], [10.541, -22.025, 17.369], [11.428, -23.675, 17.174], [12.453, -20.905, 17.028], [13.010, -22.337, 16.174], [12.672, -21.006, 19.638], [13.438, -22.469, 20.162]], "lowdin_charge": [-0.10, -0.09, -0.13, 0.04, -0.14, -0.07, 0.10, 0.10, 0.10, 0.10, 0.09, -0.08, -0.09, -0.13, 0.06, -0.17, -0.08, 0.10, 0.10, 0.09, 0.09, 0.10, -0.08, -0.07, -0.17, 0.04, -0.13, -0.08, 0.10, 0.10, 0.10, 0.10, 0.10, -0.08, -0.07, -0.11, 0.04, -0.18, -0.08, 0.10, 0.09, 0.09, 0.10, 0.10, -0.09, -0.09, -0.17, 0.07, -0.13, -0.10, 0.10, 0.10, 0.10, 0.10, 0.10, -0.10, -0.09, -0.11, 0.05, -0.18, -0.07, 0.10, 0.10, 0.10, 0.10, 0.10, -0.17, -0.17, -0.21, -0.12, -0.24, 0.11, 0.10, 0.11, 0.11, 0.12, 0.11, 0.12, 0.12, -0.15, -0.15, -0.20, -0.16, -0.21, 0.10, 0.11, 0.10, 0.10, 0.12, 0.11, 0.11, 0.12, -0.17, -0.18, -0.20, -0.14, -0.23, 0.11, 0.11, 0.11, 0.11, 0.11, 0.12, 0.12, 0.12], "de_lowest_kcal_mol": 71.2, "charge": 0, "smiles": "c1ccncc1.c1ccncc1.c1ccncc1.c1ccncc1.c1ccncc1.c1ccncc1.C1CCOC1.C1CCOC1.C1CCOC1"}


No. 2
{"formula": "C5H10O2", "method": "ωB97M-V with the def2-TZVPD basis set", "elements": ["C", "C", "C", "C", "C", "O", "H", "H", "H", "H", "H", "H", "H", "H", "O", "H", "H"], "coordinates": [[-2.148, 0.713, 0.612], [-1.727, 0.063, -0.492], [-0.261, 0.021, -1.028], [0.778, -0.928, -0.304], [2.054, -1.442, -1.219], [1.946, -2.331, -2.101], [-3.153, 0.503, 0.919], [-1.456, 1.382, 1.188], [-2.555, -0.179, -1.229], [-0.308, -0.349, -2.028], [0.151, 1.149, -1.000], [1.214, -0.507, 0.627], [0.260, -1.927, -0.008], [2.867, -0.682, -1.347], [0.578, 1.821, 2.459], [1.252, 1.521, 1.787], [0.506, 1.172, 3.165]], "nbo_charge": [-0.40, -0.19, -0.44, -0.49, 0.42, -0.51, 0.20, 0.22, 0.21, 0.22, 0.21, 0.19, 0.23, 0.12, -0.95, 0.48, 0.48], "de_lowest_kcal_mol": 83.0, "charge": 0, "smiles": "C=CCCC=O.O"}


Result set for gap between HOMO and LUMO: 9.73; 9.92 eV, one per record in the order listed.